Entry 1:
{
  "formula": "C15H28BrF9O13P2SSi2",
  "method": "ωB97M-V/def2-TZVPD",
  "homo_lumo_gap_ev": 8.4551,
  "multiplicity": 1,
  "lumo_ev": -0.54,
  "max_force_ha_per_bohr": 0.124,
  "charge": 0,
  "e_tot_ha": -6699.36052,
  "elements": ["C", "C", "O", "C", "O", "Si", "O", "O", "Si", "C", "C", "C", "O", "O", "C", "C", "C", "F", "F", "C", "F", "F", "C", "F", "F", "C", "F", "F", "F", "P", "O", "Br", "P", "O", "O", "O", "H", "H", "H", "H", "H", "H", "H", "H", "H", "H", "H", "H", "H", "H", "H", "H", "H", "H", "H", "H", "O", "S", "O", "O", "C", "C", "C", "H", "H", "H", "H", "H", "H", "H", "H"],
  "positions_angstrom": [[-3.5187, 2.1559, 1.8154], [-4.2612, 2.5031, 0.4438], [-5.6772, 2.1652, 0.6509], [-3.7418, 1.6709, -0.8336], [-2.6655, 0.7990, -0.3968], [-1.1115, 1.3781, -0.9481], [-1.2060, 3.1225, -1.0154], [-0.8513, 0.6152, -2.4430], [0.6917, 0.7446, -3.1746], [2.0015, 1.8588, -2.3868], [1.7124, 3.4362, -2.3677], [3.1285, 4.1686, -2.5963], [3.4463, 4.7762, -3.6375], [4.0562, 4.1425, -1.5163], [1.2818, -1.0770, -3.5106], [2.7893, -1.3702, -3.0796], [2.9638, -2.6481, -2.1013], [1.8427, -2.8948, -1.2797], [3.0297, -3.7782, -3.0022], [4.3427, -2.6699, -1.3023], [4.5489, -4.0186, -0.8586], [5.4685, -2.3918, -2.1405], [4.4564, -1.6852, -0.0518], [3.7979, -0.4451, -0.1913], [5.8504, -1.3611, 0.0679], [4.0442, -2.2989, 1.3682], [2.9551, -3.1752, 1.3511], [3.6542, -1.1948, 2.1915], [5.0870, -2.9348, 2.0558], [0.3536, 1.5725, -5.2370], [-0.4747, 3.0653, -5.1560], [-1.0976, 0.1278, -6.2654], [0.2786, 0.8898, 0.6939], [-0.5766, 0.7845, 1.9827], [1.4395, 2.1043, 1.0398], [0.9415, -0.6519, 0.4494], [-4.0506, 2.6080, 2.7346], [-3.4300, 1.0357, 2.0352], [-2.4787, 2.6541, 1.8037], [-4.2508, 3.6414, 0.2789], [-5.7280, 1.1996, 0.8401], [-4.6140, 0.9744, -1.1329], [-3.5189, 2.3010, -1.7554], [-0.7278, 3.4327, -0.2090], [2.9675, 1.7277, -3.0139], [2.2823, 1.4138, -1.3600], [0.8991, 3.7987, -3.0717], [1.3840, 3.7270, -1.3078], [3.5886, 4.2897, -0.6633], [0.5005, -1.7817, -3.0350], [1.2041, -1.3048, -4.6411], [3.3691, -0.4988, -2.6370], [3.3683, -1.6720, -4.0315], [-1.4504, 2.9680, -5.1833], [2.3518, 1.7625, 0.8453], [0.3110, -1.3136, 0.8223], [-2.1820, -2.0897, 2.2842], [-1.7616, -2.3815, 3.6311], [-1.2120, -3.6619, 3.9928], [-2.9695, -2.0282, 4.6465], [-4.2492, -2.6150, 4.4127], [-4.2899, -4.0646, 4.8590], [-0.6443, -1.1183, 4.1659], [-4.5335, -2.5165, 3.3611], [-4.9716, -2.0403, 4.9972], [-3.6467, -4.6869, 4.2327], [-5.3064, -4.4592, 4.7947], [-3.9336, -4.1634, 5.8869], [-1.0760, -0.1458, 3.9389], [0.2918, -1.2485, 3.6237], [-0.4726, -1.2288, 5.2364]],
  "mulliken_charge": [-0.77, 0.20, -0.60, -0.42, -0.41, 0.52, -0.51, -0.40, 0.51, -0.05, -0.19, 0.10, -0.54, -0.48, -0.65, -0.93, 0.85, -0.20, -0.36, 0.40, -0.30, -0.29, 0.59, -0.23, -0.32, 0.67, -0.21, -0.25, -0.24, -0.05, -0.46, -0.29, 0.61, -0.40, -0.50, -0.01, 0.40, 0.10, 0.12, 0.24, 0.34, 0.41, 0.13, 0.32, 0.68, -0.23, 0.38, 0.12, 0.36, 0.35, 0.47, 0.27, 0.34, 0.32, 0.37, 0.10, -0.59, 1.23, -0.64, -0.28, -0.32, -1.03, -0.76, 0.29, 0.30, 0.30, 0.39, 0.26, 0.20, 0.25, 0.41]
}

***

Entry 2:
{
  "formula": "C12H30ClN2NaO12S",
  "method": "ωB97M-V/def2-TZVPD",
  "homo_lumo_gap_ev": 3.0727,
  "multiplicity": 1,
  "lumo_ev": 3.31,
  "max_force_ha_per_bohr": 0.058,
  "charge": -2,
  "e_tot_ha": -2508.02545,
  "elements": ["Na", "S", "O", "O", "O", "O", "Cl", "O", "O", "O", "O", "C", "O", "C", "C", "N", "C", "C", "O", "C", "H", "H", "H", "H", "H", "H", "H", "H", "H", "H", "H", "H", "H", "H", "H", "C", "O", "C", "C", "N", "C", "C", "O", "C", "H", "H", "H", "H", "H", "H", "H", "H", "H", "H", "H", "H", "H", "H", "H"],
  "positions_angstrom": [[0.2007, 1.0254, -1.3601], [-0.3639, 2.9605, 1.6921], [-0.1467, 2.1890, 2.9313], [0.1085, 4.3812, 1.8069], [0.3852, 2.2804, 0.5842], [-1.8171, 3.0729, 1.4078], [-2.7631, 1.3474, -2.1387], [-1.8403, 0.9997, -3.2302], [-2.5792, 0.4116, -1.0526], [-2.4447, 2.6744, -1.7115], [-4.1294, 1.3271, -2.6054], [-0.6617, -2.2556, -2.3477], [0.3224, -1.4412, -1.7526], [1.5185, -1.5475, -2.5002], [2.6930, -0.8883, -1.7966], [2.5054, 0.5559, -1.6373], [3.0339, 1.3424, -2.7422], [2.5413, 2.7796, -2.6919], [1.1628, 2.8320, -2.9311], [0.6646, 3.1227, -4.2061], [-0.4005, -3.3175, -2.4134], [-0.8350, -1.9220, -3.3813], [-1.6131, -2.0946, -1.8453], [1.3973, -1.1438, -3.5179], [1.7416, -2.6075, -2.6950], [3.5945, -1.0786, -2.3994], [2.8736, -1.2645, -0.7921], [2.8775, 0.8581, -0.7458], [2.7371, 0.9015, -3.6974], [4.1378, 1.3320, -2.7701], [3.0698, 3.3819, -3.4491], [2.7868, 3.3060, -1.7664], [0.5743, 2.2229, -4.8256], [1.2310, 3.9155, -4.7091], [-0.3528, 3.4925, -4.0768], [2.1155, -3.9527, 2.4530], [1.0464, -3.2406, 1.8813], [1.3278, -1.8457, 1.8289], [0.0785, -1.0763, 1.4562], [-0.8855, -1.1311, 2.5562], [-2.2224, -0.7043, 2.2031], [-3.0994, -0.6487, 3.4351], [-2.8667, 0.4352, 4.2984], [-3.7012, 0.3947, 5.4048], [1.8201, -5.0011, 2.5057], [2.3540, -3.6363, 3.4760], [3.0129, -3.8089, 1.8370], [2.0330, -1.6565, 1.0107], [1.6856, -1.4158, 2.7695], [-0.4417, -1.5319, 0.6040], [0.4209, -0.0511, 1.2669], [-0.9165, -2.0858, 2.8969], [-2.7379, -1.3944, 1.5103], [-2.2236, 0.2813, 1.7260], [-3.0287, -1.6058, 3.9849], [-4.1483, -0.5355, 3.1102], [-4.7238, 0.1283, 5.0887], [-3.7209, 1.3311, 5.9577], [-3.3881, -0.3998, 6.1056]],
  "nbo_charge": [0.89, 2.57, -1.10, -1.12, -1.20, -1.10, 2.53, -0.94, -0.87, -0.81, -0.88, -0.26, -0.54, -0.07, -0.24, -0.66, -0.24, -0.06, -0.54, -0.24, 0.15, 0.17, 0.23, 0.16, 0.16, 0.16, 0.21, 0.39, 0.19, 0.15, 0.15, 0.22, 0.16, 0.15, 0.23, -0.24, -0.55, -0.07, -0.25, -0.61, -0.25, -0.04, -0.50, -0.23, 0.17, 0.16, 0.15, 0.14, 0.19, 0.17, 0.27, 0.33, 0.14, 0.28, 0.12, 0.15, 0.14, 0.19, 0.13]
}

***

Entry 3:
{
  "formula": "C8H6NO4",
  "method": "ωB97M-V/def2-TZVPD",
  "de_lowest_kcal_mol": 0.00,
  "homo_lumo_gap_ev": 8.2872,
  "multiplicity": 1,
  "lumo_ev": -6.11,
  "max_force_ha_per_bohr": 0.040,
  "charge": 1,
  "e_tot_ha": -663.78465,
  "elements": ["C", "C", "C", "C", "C", "C", "C", "C", "N", "O", "O", "O", "O", "H", "H", "H", "H", "H", "H"],
  "positions_angstrom": [[-3.0869, -0.0581, 0.3546], [-2.2551, -0.9558, 1.0286], [-2.5618, 0.8460, -0.5719], [-0.9071, -0.9723, 0.7716], [-1.2137, 0.8538, -0.8357], [-0.3520, -0.0676, -0.1768], [3.2575, -0.9453, -0.2313], [1.0079, -0.0920, -0.4976], [2.9277, 1.3858, 0.5078], [3.8157, -1.9562, -0.3970], [3.5171, 2.3543, 0.5521], [1.8118, -0.9751, -0.0189], [3.7474, 0.2583, -0.1795], [-4.1499, -0.0639, 0.5539], [-2.6680, -1.6456, 1.7496], [-3.2173, 1.5351, -1.0824], [-0.2491, -1.6697, 1.2663], [-0.8076, 1.5467, -1.5578], [1.3830, 0.6216, -1.2358]],
  "nbo_charge": [-0.05, -0.21, -0.23, -0.10, -0.09, -0.17, 0.97, 0.44, 0.43, -0.44, -0.07, -0.46, -0.46, 0.25, 0.25, 0.25, 0.24, 0.23, 0.21]
}

***

Entry 4:
{
  "formula": "C19H23MgN3O8S",
  "method": "ωB97M-V/def2-TZVPD",
  "de_lowest_kcal_mol": 17.09,
  "homo_lumo_gap_ev": 7.0706,
  "multiplicity": 1,
  "lumo_ev": -1.36,
  "max_force_ha_per_bohr": 0.020,
  "charge": 0,
  "e_tot_ha": -2102.32565,
  "elements": ["Mg", "O", "C", "O", "C", "C", "C", "C", "C", "O", "C", "C", "O", "O", "H", "H", "H", "H", "H", "H", "H", "H", "O", "N", "C", "C", "C", "C", "C", "S", "H", "H", "H", "H", "O", "C", "C", "C", "C", "C", "C", "N", "H", "H", "H", "H", "H", "H", "H", "H", "H", "H", "H", "O", "N"],
  "positions_angstrom": [[-0.3266, -0.1163, 0.3669], [-1.4693, 3.5411, 1.5203], [-0.9297, 2.4487, 1.4761], [-1.3585, 1.4300, 0.8074], [0.4597, 2.2882, 2.1166], [1.4813, 2.1795, 0.9595], [2.8713, 2.6030, 1.4166], [3.2352, 1.4388, 2.3686], [2.0389, 0.4995, 2.1928], [1.6377, 0.7397, 0.8111], [0.8113, 1.0060, 2.9511], [-0.2642, -0.1035, 3.0412], [-1.0365, -0.0957, 3.9789], [-0.2134, -0.9947, 2.0959], [0.6428, 3.1852, 2.7036], [1.1472, 2.6001, 0.0134], [3.5508, 2.6431, 0.5658], [2.8625, 3.5781, 1.8998], [4.1670, 0.9566, 2.0754], [3.3295, 1.7544, 3.4070], [2.2449, -0.5580, 2.3226], [1.0433, 1.2899, 3.9762], [0.1903, -2.1047, -0.3672], [0.5938, -2.9548, 0.5561], [1.9001, -2.9744, 0.8925], [2.3608, -3.7857, 1.8934], [1.4522, -4.5936, 2.5749], [0.1257, -4.5647, 2.2176], [-0.3039, -3.7307, 1.1858], [-1.9626, -3.7529, 0.6825], [2.5042, -2.2898, 0.3164], [3.4115, -3.7755, 2.1422], [1.7820, -5.2368, 3.3786], [-0.6085, -5.1706, 2.7285], [0.0401, 0.3162, -1.5808], [-0.3461, 1.0727, -2.4700], [-1.1548, 2.3075, -2.2265], [-2.6228, 1.8312, -2.3657], [-2.9829, 1.0290, -3.6320], [-2.4366, -0.4119, -3.7088], [-0.9505, -0.5336, -4.1125], [-0.2340, 0.7110, -3.7856], [-0.9288, 3.0660, -2.9801], [-1.0000, 2.7089, -1.2280], [-3.2572, 2.7164, -2.3140], [-2.8586, 1.2362, -1.4801], [-2.7089, 1.5933, -4.5320], [-4.0719, 0.9625, -3.6594], [-3.0384, -0.9853, -4.4162], [-2.5874, -0.8804, -2.7352], [-0.8395, -0.6958, -5.1834], [-0.4658, -1.3594, -3.5957], [-0.5415, 1.4605, -4.3886], [-2.2407, -1.2320, -0.2171], [-2.1444, -2.2926, -0.6565]],
  "nbo_charge": [1.79, -0.66, 0.80, -0.96, -0.36, 0.10, -0.43, -0.42, 0.08, -0.61, -0.36, 0.80, -0.64, -0.98, 0.24, 0.21, 0.21, 0.22, 0.21, 0.22, 0.22, 0.24, -0.68, 0.04, 0.04, -0.24, -0.15, -0.23, 0.07, 0.24, 0.24, 0.23, 0.23, 0.24, -0.73, 0.76, -0.52, -0.39, -0.41, -0.43, -0.22, -0.61, 0.21, 0.27, 0.23, 0.23, 0.19, 0.23, 0.22, 0.21, 0.21, 0.23, 0.37, -0.24, 0.27]
}